Record 1
This record from OMol25 describes C25H64CaF3N10O9P2S as an isolated structure in a non-equilibrium geometry. The level of theory is ωB97M-V/def2-TZVPD.

The value obtained for the maximum force is 0.070 hartree/bohr. The total charge is +2. The value obtained for the HOMO energy (spin up / spin down) is -12.580 / -12.580 eV. As for the spin multiplicity: 2.

Positions of all 115 atoms, in Å:
Ca -0.07 0.12 -0.36
C 0.98 1.46 -4.77
F 1.99 2.18 -4.35
F 0.74 2.05 -5.94
F 1.36 0.14 -4.94
S -0.60 1.54 -3.73
O -0.23 1.16 -2.36
O -1.03 2.91 -3.83
O -1.47 0.55 -4.41
C -0.62 0.11 3.14
O -0.39 -0.25 1.94
N -0.96 -0.77 4.12
C -1.01 -0.41 5.52
C -0.85 -2.20 3.93
H -0.67 1.17 3.40
H -0.26 -0.88 6.16
H -1.87 -0.82 6.06
H -1.07 0.67 5.65
H 0.20 -2.38 4.15
H -1.53 -2.79 4.55
H -1.18 -2.37 2.90
C -0.76 3.48 -0.20
O -0.94 2.27 0.00
N -0.52 4.39 0.76
C -0.32 4.03 2.17
C -0.85 5.79 0.35
H -0.78 3.95 -1.19
H 0.36 3.19 2.32
H -1.28 3.91 2.66
H -0.10 4.92 2.76
H -0.27 6.51 0.93
H -0.71 6.03 -0.70
H -1.87 6.05 0.62
C 2.83 2.00 0.98
O 1.72 1.55 0.56
N 3.59 3.03 0.40
C 3.13 3.58 -0.92
C 4.68 3.72 1.11
H 3.34 1.55 1.84
H 2.65 4.54 -0.76
H 2.61 2.85 -1.54
H 3.93 4.01 -1.53
H 4.94 3.29 2.08
H 5.59 3.88 0.53
H 4.39 4.76 1.26
C -0.26 -3.31 -0.32
O -0.82 -2.21 -0.41
N -0.75 -4.35 0.45
C 0.06 -5.55 0.66
C -2.14 -4.31 1.07
H 0.76 -3.54 -0.66
H 0.93 -5.61 0.01
H -0.48 -6.45 0.36
H 0.44 -5.69 1.67
H -2.51 -3.37 0.66
H -2.88 -5.12 1.06
H -2.26 -3.93 2.08
O 1.89 -0.93 -0.96
P 3.34 -1.25 -0.83
N 4.14 -1.05 0.72
C 5.48 -0.38 1.04
C 3.38 -1.26 1.96
N 4.22 -0.31 -1.91
C 3.45 0.42 -2.89
C 5.66 -0.52 -2.17
N 3.64 -2.97 -1.12
C 4.78 -3.66 -0.58
C 3.05 -3.58 -2.23
H 5.52 -0.05 2.08
H 5.54 0.47 0.36
H 6.32 -1.07 1.06
H 3.21 -2.32 2.16
H 2.39 -0.82 1.88
H 3.85 -0.91 2.88
H 4.01 1.33 -3.13
H 3.21 -0.28 -3.68
H 2.61 0.92 -2.39
H 6.13 0.39 -2.56
H 6.23 -0.80 -1.29
H 5.69 -1.25 -2.98
H 4.74 -4.74 -0.76
H 5.68 -3.32 -1.09
H 4.83 -3.51 0.50
H 1.97 -3.53 -2.40
H 3.05 -4.65 -2.01
H 3.48 -3.44 -3.23
O -2.47 0.02 -0.55
P -3.94 0.10 -0.42
N -4.82 -1.35 -1.02
C -4.37 -1.82 -2.35
C -6.23 -1.80 -0.59
N -4.85 1.26 -1.40
C -4.05 1.80 -2.51
C -6.34 1.27 -1.48
N -4.57 0.37 1.16
C -4.39 1.68 1.80
C -4.03 -0.67 2.15
H -4.28 -2.90 -2.30
H -3.29 -1.74 -2.49
H -5.00 -1.45 -3.16
H -6.57 -1.45 0.38
H -6.22 -2.89 -0.54
H -6.93 -1.44 -1.34
H -3.33 1.06 -2.86
H -4.54 2.24 -3.38
H -3.39 2.42 -1.90
H -6.88 1.16 -0.54
H -6.63 2.26 -1.82
H -6.58 0.57 -2.29
H -3.32 1.86 1.79
H -4.76 2.48 1.17
H -4.84 1.83 2.79
H -2.94 -0.68 2.24
H -4.42 -1.66 1.92
H -4.45 -0.50 3.14

These are the Löwdin partial charges, in e, on atoms 1 to 99: 1.42 -0.63 0.14 0.14 0.09 0.53 -0.47 -0.30 -0.32 -0.23 -0.16 -0.18 -0.05 -0.03 0.14 0.10 0.09 0.10 0.11 0.11 0.06 -0.29 -0.15 -0.14 -0.02 -0.02 0.14 0.08 0.08 0.09 0.09 0.09 0.09 -0.23 -0.13 -0.14 -0.01 -0.05 0.13 0.09 0.07 0.09 0.09 0.09 0.09 -0.24 -0.12 -0.13 -0.05 -0.01 0.12 0.08 0.09 0.09 0.06 0.10 0.05 -0.39 0.69 -0.26 -0.08 -0.13 -0.30 -0.12 -0.08 -0.30 -0.11 -0.16 0.07 0.06 0.08 0.07 0.05 0.08 0.09 0.10 0.04 0.09 0.06 0.09 0.09 0.08 0.07 0.07 0.08 0.09 -0.32 0.72 -0.21 -0.08 -0.04 -0.15 -0.02 -0.03 -0.27 -0.10 -0.08 0.10 0.09

---

Record 2
This record from OMol25 describes C25H64N10O15Zn2 as an isolated structure in a non-equilibrium geometry. The level of theory is ωB97M-V/def2-TZVPD.

The value obtained for the maximum force is 0.252 hartree/bohr. The total charge is 0. The value obtained for the HOMO energy is -6.285 eV. As for the spin multiplicity: 1.

Positions of all 116 atoms, in Å:
Zn 13.67 -0.10 4.93
Zn 10.69 -2.18 3.96
C 8.86 -0.35 3.66
O 9.45 -1.08 2.83
O 8.83 0.84 3.50
O 9.55 -0.58 4.65
C 13.06 -1.93 3.27
O 13.76 -0.91 3.01
O 12.15 -2.29 2.61
O 12.65 -1.77 4.45
C 17.06 -3.39 3.03
O 16.51 -4.08 3.91
N 16.72 -2.13 2.69
N 18.14 -3.74 2.38
H 15.96 -1.61 3.11
H 17.05 -1.76 1.81
H 18.43 -3.09 1.67
H 18.55 -4.65 2.54
C 10.76 1.26 0.48
O 11.63 2.03 -0.04
N 9.61 1.60 1.00
N 11.12 0.12 0.99
H 9.21 1.14 1.81
H 9.33 2.53 0.73
H 10.45 -0.33 1.59
H 12.00 -0.38 0.98
C 12.33 -3.50 -0.82
O 12.82 -3.78 -1.89
N 11.08 -3.23 -0.58
N 13.02 -3.47 0.31
H 10.31 -3.05 -1.21
H 11.07 -2.90 0.38
H 13.99 -3.55 0.04
H 12.79 -3.10 1.22
C 15.24 -5.75 6.42
O 14.51 -6.29 5.35
C 13.39 -5.48 4.97
C 12.57 -6.33 3.99
N 12.29 -7.69 4.42
C 10.97 -7.87 5.07
C 9.92 -8.23 4.08
O 10.05 -7.27 3.04
C 9.17 -7.60 1.89
H 15.46 -6.52 7.16
H 14.71 -4.90 6.86
H 16.20 -5.32 6.15
H 13.73 -4.60 4.42
H 12.76 -5.19 5.80
H 12.92 -6.36 2.96
H 11.63 -5.78 4.02
H 12.23 -8.08 3.49
H 10.73 -6.83 5.32
H 10.78 -8.38 6.01
H 8.91 -8.28 4.49
H 10.21 -9.25 3.85
H 8.95 -6.73 1.27
H 8.25 -8.11 2.19
H 9.61 -8.36 1.26
C 15.86 -2.08 6.29
O 15.49 -0.95 5.44
C 16.51 0.07 5.39
C 16.16 1.03 4.30
N 14.87 1.62 4.42
C 14.13 2.14 3.33
C 14.85 3.24 2.50
O 16.13 2.79 2.21
C 16.77 3.60 1.26
H 15.18 -2.92 6.11
H 15.72 -1.88 7.35
H 16.83 -2.53 6.09
H 17.42 -0.38 5.00
H 16.45 0.53 6.37
H 16.27 0.60 3.30
H 16.90 1.81 4.45
H 15.00 2.48 4.93
H 13.20 2.62 3.62
H 13.74 1.42 2.62
H 14.93 4.08 3.18
H 14.28 3.38 1.58
H 17.13 4.48 1.80
H 16.20 3.83 0.36
H 17.72 3.08 1.17
C 8.82 -4.05 7.28
C 9.62 -4.06 5.99
C 8.59 -4.03 4.82
O 9.42 -3.75 3.69
C 8.66 -3.96 2.51
N 10.46 -2.92 5.94
H 9.48 -4.06 8.14
H 8.07 -4.84 7.36
H 8.12 -3.22 7.41
H 10.27 -4.94 5.91
H 7.71 -3.38 4.83
H 8.09 -5.00 4.81
H 8.15 -4.92 2.61
H 9.28 -4.34 1.69
H 7.96 -3.22 2.12
H 11.28 -3.12 6.50
H 9.95 -2.29 6.55
C 15.90 -1.27 -1.18
C 15.64 0.07 -0.50
C 14.25 0.41 -0.95
O 14.16 0.50 -2.47
C 12.95 1.03 -3.07
N 15.67 -0.05 0.98
H 16.87 -1.64 -0.86
H 16.02 -1.01 -2.24
H 15.08 -2.00 -1.19
H 16.35 0.77 -0.94
H 13.91 1.25 -0.34
H 13.49 -0.30 -0.62
H 12.88 2.06 -3.40
H 12.01 0.92 -2.53
H 12.84 0.46 -3.99
H 14.81 -0.44 1.33
H 15.78 0.89 1.33

These are the Löwdin partial charges, in e, on atoms 1 to 99: 1.03 0.73 -0.94 -0.15 0.01 -0.11 -0.87 -0.08 0.03 -0.11 -0.69 0.01 0.17 0.16 0.05 0.07 0.11 0.13 -0.70 -0.07 0.18 0.18 0.05 0.11 0.05 0.08 -0.79 0.03 0.18 0.17 0.13 0.08 0.10 0.05 -0.13 -0.16 -0.19 -0.20 -0.02 -0.20 -0.24 -0.20 -0.05 0.09 0.06 0.07 0.11 0.11 0.14 0.09 0.09 0.08 0.12 0.12 0.12 0.07 0.08 0.08 -0.03 -0.28 -0.16 -0.20 -0.06 -0.20 -0.19 -0.25 -0.08 0.06 0.10 0.10 0.14 0.14 0.11 0.14 0.14 0.14 0.11 0.13 0.14 0.09 0.11 0.10 -0.05 -0.39 -0.14 -0.23 -0.08 0.05 0.09 0.08 0.09 0.12 0.14 0.13 0.08 0.09 0.11 0.10 0.10